A single Cl2H2OSi molecule in a non-equilibrium geometry. Source: the OMol25 dataset; level of theory: wB97M-V/def2-TZVPD.

Computed properties:
Energy above the lowest of the compared OMol25 structures with the same formula, charge and spin = 38.4 kcal per mole
2S+1 = 1
SMILES string = O[SiH](Cl)Cl
Maximum force = 0.089 hartree/bohr

```
6
Cl2H2OSi wB97M-V/def2-TZVPD
Cl 0.985 -2.137 -0.582
Cl 1.899 1.235 0.388
Si 0.161 0.200 0.369
O -0.940 0.909 -0.512
H -1.542 0.431 -1.153
H -0.564 -0.638 1.490
```

Here are the natural (NBO) charges for atoms 1 to 5, given in e: -0.60 -0.32 1.63 -1.14 0.55